Entry i
A cluster of 2 separate species, C4H6IN in total. Source: the Open Molecules 2025 dataset; level of theory: ωB97M-V/def2-TZVPD.

Structure (ORCA input):
```
! wB97M-V def2-TZVPD RIJCOSX def2/J DEFGRID3
* xyz 0 1
C 1.673 0.309 -0.820
C 0.367 -0.619 0.781
C 1.420 -0.850 -0.187
C 0.775 1.306 -0.214
N 0.007 0.749 0.660
I -5.394 0.272 -0.029
H 2.470 0.426 -1.542
H -3.794 -0.130 -0.037
H -0.542 -1.134 0.450
H 0.616 -0.847 1.793
H 1.867 -1.788 -0.268
H 0.535 2.307 -0.585
*
```

Properties
LUMO	0.5	eV
structure (SMILES)	C1=CCN=C1.I



Entry ii
The molecule C4H6IN. Source: the Open Molecules 2025 dataset; level of theory: ωB97M-V/def2-TZVPD.

Structure (ORCA input):
```
! wB97M-V def2-TZVPD RIJCOSX def2/J DEFGRID3
* xyz 0 1
C -0.536 -0.191 0.112
C 1.111 1.379 0.819
C -0.631 -0.813 1.273
C -0.888 -0.770 -1.202
N 0.263 1.066 -0.011
I -2.005 -2.340 1.681
H 1.725 2.249 0.667
H 1.248 0.808 1.747
H 0.035 -0.558 2.161
H -1.721 -0.376 -1.715
H -0.892 -1.840 -1.019
H -0.104 -0.543 -1.896
*
```

Properties
LUMO	0.5	eV
structure (SMILES)	C=N/C(C)=C/I



Stability, lowest: entry ii



Entry i
The molecule C4H4. Source: the Open Molecules 2025 dataset; level of theory: ωB97M-V/def2-TZVPD.

Structure (ORCA input):
```
! wB97M-V def2-TZVPD RIJCOSX def2/J DEFGRID3
* xyz 0 1
C 1.460 -0.335 0.007
C 0.414 0.520 -0.029
C -0.947 0.067 -0.047
C -2.149 -0.162 0.027
H 2.492 0.011 0.088
H 1.397 -1.416 -0.072
H 0.555 1.594 0.028
H -3.224 -0.279 -0.001
*
```

Properties
LUMO	0.9	eV
structure (SMILES)	C#CC=C



Entry ii
A cluster of 2 separate species, C4H4 in total. Source: the Open Molecules 2025 dataset; level of theory: ωB97M-V/def2-TZVPD.

Structure (ORCA input):
```
! wB97M-V def2-TZVPD RIJCOSX def2/J DEFGRID3
* xyz 0 1
C 1.430 -0.356 -0.617
C 1.908 -0.513 -1.703
C -1.822 0.397 0.567
C -1.396 0.797 1.588
H 0.936 -0.271 0.292
H 2.447 -0.980 -2.544
H -2.605 0.216 -0.214
H -0.899 0.710 2.631
*
```

Properties
LUMO	1.2	eV
structure (SMILES)	C#C.C#C



Entry iii
The molecule C4H4. Source: the Open Molecules 2025 dataset; level of theory: ωB97M-V/def2-TZVPD.

Structure (ORCA input):
```
! wB97M-V def2-TZVPD RIJCOSX def2/J DEFGRID3
* xyz 0 1
C -1.179 -0.737 0.158
C -1.137 0.804 -0.081
C 0.065 -0.112 -0.026
C 1.388 0.000 0.087
H -1.491 -1.732 0.189
H -1.767 1.662 -0.292
H 1.780 0.918 0.078
H 1.991 -0.863 0.315
*
```

Properties
LUMO	0.2	eV
structure (SMILES)	C=C1C=C1



Stability, lowest: entry iii



Entry i
The molecule C4H4. Source: the Open Molecules 2025 dataset; level of theory: ωB97M-V/def2-TZVPD.

Structure (ORCA input):
```
! wB97M-V def2-TZVPD RIJCOSX def2/J DEFGRID3
* xyz 0 1
C 0.292 -0.140 0.816
C -0.973 -0.189 0.006
C 0.309 -0.588 -0.568
C 0.088 0.805 -0.272
H 0.753 -0.271 1.714
H -2.042 -0.171 0.057
H 1.035 -1.268 -1.165
H 0.539 1.822 -0.589
*
```

Properties
LUMO	1.4	eV
structure (SMILES)	C12C3C1C23



Entry ii
The molecule C4H4. Source: the Open Molecules 2025 dataset; level of theory: ωB97M-V/def2-TZVPD.

Structure (ORCA input):
```
! wB97M-V def2-TZVPD RIJCOSX def2/J DEFGRID3
* xyz 0 1
C -0.390 0.435 -0.016
C 0.143 1.125 1.019
C -1.082 -0.067 -0.955
C 1.007 -0.028 0.829
H -1.679 0.620 -1.628
H -1.156 -1.130 -1.046
H 1.779 -0.401 0.061
H 1.378 -0.554 1.736
*
```

Properties
LUMO	-0.3	eV



Stability, lowest: entry ii



Entry i
The molecule C4H4. Source: the Open Molecules 2025 dataset; level of theory: ωB97M-V/def2-TZVPD.

Structure (ORCA input):
```
! wB97M-V def2-TZVPD RIJCOSX def2/J DEFGRID3
* xyz 0 1
C 2.008 -0.359 -0.245
C 0.925 0.062 0.042
C -1.448 -0.116 -0.104
C -0.334 0.440 0.507
H 2.971 -0.421 -0.620
H -2.518 0.078 0.024
H -1.297 -0.815 -0.862
H -0.307 1.132 1.259
*
```

Properties
LUMO	0.7	eV
structure (SMILES)	C#CC=C



Entry ii
The molecule C4H4. Source: the Open Molecules 2025 dataset; level of theory: ωB97M-V/def2-TZVPD.

Structure (ORCA input):
```
! wB97M-V def2-TZVPD RIJCOSX def2/J DEFGRID3
* xyz 0 1
C -0.499 -0.543 0.275
C 0.433 0.130 1.246
C -1.027 0.443 -0.745
C 0.341 0.695 -0.143
H -0.485 -1.611 0.099
H 1.264 -0.249 1.790
H -1.241 0.240 -1.770
H 1.214 0.896 -0.751
*
```

Properties
LUMO	0.8	eV



Entry iii
A structure of composition C4H4. Source: the Open Molecules 2025 dataset; level of theory: ωB97M-V/def2-TZVPD.

Structure (ORCA input):
```
! wB97M-V def2-TZVPD RIJCOSX def2/J DEFGRID3
* xyz 0 1
C 0.642 0.550 0.027
C -2.528 -0.058 0.052
C -1.288 0.091 0.005
C 1.576 -0.361 0.010
H 0.913 1.638 -0.207
H -3.399 -0.473 -0.353
H 2.538 0.008 0.114
H 1.546 -1.395 0.351
*
```

Properties
LUMO	0.9	eV



Stability, lowest: entry ii